Formula: C4H4Br2O
Source: OMol25
Level of theory: ωB97M-V/def2-TZVPD

```
! wB97M-V def2-TZVPD RIJCOSX def2/J DEFGRID3
* xyz 0 1
C 0.636 -0.191 1.262
C 0.423 -0.198 -0.055
C 1.836 -0.224 0.384
C -1.862 0.232 -0.714
O -0.650 -0.034 -1.309
Br 2.925 1.377 -0.069
Br 2.906 -1.809 -0.118
H 0.403 -0.278 2.369
H -2.607 0.392 -1.640
H -1.854 1.243 -0.105
H -2.158 -0.509 -0.004
*
```

Results
HOMO energy ... -9.97 eV
Energy above the lowest of the compared OMol25 structures with the same formula, charge and spin ... 342.8 kJ/mol
Lowest unoccupied orbital energy ... 0.22 eV
Gap between HOMO and LUMO ... 0.3746 Ha
Max |F| ... 6.45 eV Å⁻¹